Below is 2 unconnected molecules or ions with the total composition C16H22BrN2O6S in a non-equilibrium geometry, with properties calculated with ωB97M-V/def2-TZVPD.

```
! RIJCOSX wB97M-V def2-TZVPD def2/J DEFGRID3
* xyz -1 1
C -1.778 2.388 1.837
C -0.753 2.117 3.059
C -1.649 1.969 4.391
C 0.212 0.847 2.782
C 0.297 0.625 1.178
N -0.463 -0.468 0.683
N -0.506 -0.729 -0.646
C 0.226 0.125 -1.471
C 0.088 -0.216 -3.054
C -1.322 -0.892 -3.429
C -1.174 -2.432 -3.931
C -0.988 -3.468 -2.716
O -0.382 -4.703 -3.266
C 1.007 -4.733 -2.996
O 1.567 -5.809 -2.704
C 1.144 1.331 -1.164
C 1.927 2.218 -2.220
C 2.913 1.386 -3.172
O 3.713 0.512 -2.806
Br 2.839 1.736 -5.159
C 1.180 1.618 0.419
S 2.171 2.981 1.155
H -2.305 1.401 1.587
H -2.546 3.149 2.219
H -1.284 2.854 0.916
H -0.151 3.090 3.185
H -1.346 1.102 5.067
H -1.616 2.928 5.028
H -2.762 1.815 4.121
H 1.260 1.146 3.142
H -0.155 -0.121 3.255
H -1.020 -1.069 1.317
H 0.276 0.706 -3.704
H 0.891 -1.030 -3.235
H -2.128 -0.769 -2.634
H -1.712 -0.325 -4.361
H -0.379 -2.549 -4.742
H -2.183 -2.700 -4.431
H -0.275 -3.090 -1.908
H -1.996 -3.808 -2.279
H 1.594 -3.752 -3.028
H 1.215 2.915 -2.803
H 2.596 2.933 -1.605
H 3.444 2.509 1.468
C 0.122 -0.948 6.687
O 1.185 -1.258 7.240
O -0.087 -1.004 5.439
O -0.908 -0.527 7.284
*
```

Gap between HOMO and LUMO, eV: 2.05
LUMO, eV: -0.48
Largest force on an atom, eV Å⁻¹: 5.1

Mulliken population analysis, charges in e, atoms 1 to 6: -1.344 0.623 -0.897 -0.915 0.532 -0.080